Entry 1:
C6H12N2O | ωB97M-V with the def2-TZVPD basis set

XYZ file:
```
21
Properties=species:S:1:pos:R:3:forces:R:3:nbo_charge:R:1
C -1.990247 0.720331 1.082296 0.109 0.093 -0.557 -0.513
C -0.889481 0.313529 0.441556 0.834 0.401 1.117 0.101
C 0.507000 0.608326 1.036168 -1.748 -0.354 3.357 0.574
C 0.914632 2.069055 1.028143 0.650 -0.197 -0.778 -0.721
O 0.933403 -0.150973 1.920874 0.043 0.883 -2.133 -0.572
N -0.763146 -0.321742 -0.760616 3.131 1.277 -1.979 -0.266
C -1.447945 -1.572633 -1.044222 0.498 -0.075 -0.302 -0.412
N 0.755306 -0.143506 -1.171528 -2.713 -1.758 1.145 -0.511
C 1.679211 -1.227197 -0.901043 0.348 0.191 -0.283 -0.431
H -2.957626 0.701774 0.590641 0.010 -0.262 0.214 0.205
H -1.909353 1.222012 2.040217 0.016 -0.146 -0.119 0.217
H 0.337164 2.647034 0.303891 0.087 -0.056 0.068 0.220
H 0.771459 2.487806 2.026028 -0.009 -0.161 -0.061 0.247
H 1.977753 2.123434 0.778044 -0.017 0.188 0.115 0.228
H -1.268492 -1.871993 -2.080776 -0.012 0.126 0.165 0.217
H -1.119612 -2.374199 -0.374407 -0.019 -0.053 -0.014 0.186
H -2.527838 -1.443487 -0.908629 0.320 0.206 0.004 0.225
H 1.157526 0.723977 -1.518066 -1.309 -0.191 -0.036 0.400
H 2.479175 -0.886885 -0.237141 -0.062 -0.083 0.209 0.199
H 1.198940 -2.083464 -0.420848 -0.040 0.270 -0.153 0.219
H 2.162173 -1.541199 -1.830582 -0.114 -0.300 0.022 0.188
```
Forces are in eV/Å.

Output
**E_HOMO**: -8.066 eV
**Structure (SMILES)**: C=C(C(C)=O)N(C)NC
**Energy above the lowest of the compared OMol25 structures with the same formula, charge and spin**: 378.3 kJ/mol
**Total energy**: -420.43982 a.u.
**Charge**: 0


Entry 2:
C4H9NO | ωB97M-V with the def2-TZVPD basis set

XYZ file:
```
15
Properties=species:S:1:pos:R:3:forces:R:3:nbo_charge:R:1
C -0.989765 -1.114104 0.883148 -0.040 -0.099 0.014 -0.626
C -0.309803 -0.061296 0.048539 0.200 -0.023 -0.037 -0.186
C -1.119163 1.157870 -0.300673 -0.007 0.090 -0.008 -0.627
C 0.983263 -0.154797 -0.301690 -0.341 0.164 0.085 0.463
N 1.769333 0.915388 -0.731274 0.065 -0.022 0.036 -0.834
O 1.703112 -1.323412 -0.286030 -0.088 -0.129 0.039 -0.697
H -1.321044 -0.663224 1.829760 0.005 -0.072 -0.136 0.211
H -0.322473 -1.939478 1.154290 -0.110 0.113 -0.063 0.207
H -1.886632 -1.535066 0.410858 0.128 0.052 -0.020 0.204
H -0.643896 1.723165 -1.108775 -0.068 -0.036 0.160 0.224
H -2.112802 0.849585 -0.654142 0.143 0.057 0.076 0.208
H -1.284957 1.837033 0.547616 0.045 -0.089 -0.070 0.199
H 1.728672 1.707638 -0.103572 0.003 -0.065 -0.162 0.380
H 2.725636 0.636264 -0.906387 -0.133 0.017 -0.044 0.387
H 1.080517 -2.035564 -0.481673 0.199 0.042 0.129 0.486
```
Forces are in eV/Å.

Output
**E_HOMO**: -7.638 eV
**Structure (SMILES)**: CC(C)=C(N)O
**Energy above the lowest of the compared OMol25 structures with the same formula, charge and spin**: 112.5 kJ/mol
**Total energy**: -287.78959 a.u.
**Charge**: 0


Entry 3:
C5H36N2O13 | ωB97M-V with the def2-TZVPD basis set

XYZ file:
```
56
Properties=species:S:1:pos:R:3:forces:R:3:nbo_charge:R:1
C 1.355706 -0.002953 0.469345 -0.359 -0.818 0.547 -0.221
N 0.638602 -1.264175 0.149852 1.272 0.835 -0.598 -0.679
C 0.377517 -1.464133 -1.268890 -1.077 -0.388 -0.107 -0.211
C -0.961430 -0.903548 -1.749992 -0.368 2.622 0.905 -0.564
C -2.151281 -1.431767 -0.996697 1.951 -1.853 -1.740 0.490
O -3.046124 -0.772439 -0.544685 -0.377 -0.589 0.434 -0.573
C 0.493963 1.028133 1.185207 1.118 0.868 0.286 -0.243
N 0.505140 0.786925 2.644399 0.684 0.313 -1.446 -0.854
H 1.812292 0.416955 -0.423443 -0.048 0.035 -0.109 0.186
H 2.166567 -0.272467 1.169790 -0.076 0.296 -0.310 0.190
H -0.162263 -1.311985 0.754262 -0.451 -0.438 -0.147 0.384
H 0.385568 -2.542804 -1.520813 0.348 0.389 0.064 0.191
H 1.075564 -0.908897 -1.900340 0.375 -0.627 0.379 0.215
H -1.005879 0.175795 -1.485629 0.396 -0.197 -0.232 0.205
H -1.000902 -0.868598 -2.838773 -0.457 -0.650 -0.127 0.270
H -1.968310 -2.566198 -0.965918 -1.334 0.753 0.861 0.115
H -0.506487 1.145678 0.743111 0.025 -0.357 0.049 0.165
H 0.997582 1.998399 1.054493 -0.206 -0.110 -0.088 0.201
H -0.047178 1.533244 3.040610 -0.426 -0.775 0.698 0.378
H 0.232080 -0.169266 2.806497 -0.850 0.328 0.605 0.354
H -1.417190 1.585075 -3.672073 0.247 0.097 -0.219 0.492
H -2.541092 2.120268 -2.797833 0.173 0.584 -0.216 0.501
O -1.764888 2.424875 -3.332071 -0.612 -0.600 0.425 -1.016
H 1.855988 -2.856397 1.648167 -0.240 0.058 0.239 0.491
H 2.991577 -2.782196 0.721775 0.352 -0.118 0.127 0.468
O 2.814270 -2.958446 1.655449 0.148 0.030 -0.815 -0.964
H 1.862775 -3.318903 3.921915 -0.349 -0.184 -0.108 0.497
H 2.123659 -1.877493 3.727685 -0.068 0.059 -0.173 0.497
O 1.381271 -2.502439 3.737752 0.574 0.290 0.895 -0.980
H 1.890063 2.910993 -2.346993 -0.015 -0.083 0.448 0.505
H 3.320026 3.404092 -2.456061 0.159 -0.161 0.236 0.475
O 2.818749 2.611278 -2.228717 0.018 0.762 -0.333 -1.000
H -0.558090 3.050262 -2.142402 0.369 -0.236 -0.110 0.507
H 0.036323 4.249098 -2.706553 0.322 0.226 0.125 0.476
O 0.262159 3.586067 -2.040519 -0.526 0.151 -0.227 -0.985
H 2.657010 1.253275 -3.731631 0.198 0.115 0.121 0.496
H 2.366567 0.512902 -2.484822 0.086 0.070 0.144 0.486
O 2.273747 0.422247 -3.434490 -0.028 -0.681 -0.552 -0.970
H -0.242292 -2.163815 3.056729 0.228 -0.406 -0.734 0.507
H -1.480154 -2.938897 2.809555 0.254 -0.674 -0.331 0.470
O -0.816165 -2.448716 2.307280 -0.312 0.194 1.179 -0.967
H 0.781153 0.477958 -4.506322 -0.400 0.080 0.178 0.506
H 0.060558 1.784749 -4.816573 0.006 -0.020 -0.168 0.470
O -0.085120 0.831981 -4.796564 0.279 -0.115 -0.100 -0.977
H -2.630853 -2.012306 2.582261 -0.844 0.385 0.002 0.464
H -3.576019 -1.885231 1.467732 -0.473 0.006 -0.158 0.481
O -3.583819 -2.141488 2.399558 0.660 0.243 -0.073 -0.959
H -3.591267 -0.161072 3.267720 0.102 -0.026 -0.074 0.493
H -3.336074 1.300917 3.672198 -0.088 0.072 0.064 0.468
O -2.893883 0.501872 3.379385 0.020 -0.057 -0.034 -0.967
H -3.554507 0.817132 -1.372914 -0.306 0.197 -0.032 0.497
H -2.999643 2.035746 -0.760565 -0.169 0.353 0.041 0.474
O -3.599136 1.787143 -1.476409 0.229 -0.460 0.282 -0.946
H 3.758231 -0.064656 2.780498 -0.591 0.028 0.042 0.482
H 2.644066 -0.057102 3.920926 -0.233 0.646 -0.666 0.479
O 3.581271 -0.104671 3.724541 0.691 -0.464 0.653 -0.954
```
Forces are in eV/Å.

Output
**E_HOMO**: -9.159 eV
**Energy above the lowest of the compared OMol25 structures with the same formula, charge and spin**: 421.8 kJ/mol
**Total energy**: -1299.69576 a.u.
**Charge**: 0


Entry 4:
C7H15NSi | ωB97M-V with the def2-TZVPD basis set

XYZ file:
```
24
Properties=species:S:1:pos:R:3:forces:R:3:nbo_charge:R:1
C 0.443315 0.462254 -0.452699 -0.325 0.268 -0.986 -0.618
C 0.900138 1.510064 0.225702 -2.123 1.366 2.453 -0.205
C 3.688353 -1.945775 -0.013176 -1.294 1.091 0.252 0.297
C 1.695356 2.711067 -0.180174 3.375 -1.717 -2.098 -0.655
C -0.235814 -2.226042 0.556156 -0.717 2.883 1.016 -1.081
C -2.182897 0.381848 1.280223 3.104 -1.545 0.730 -1.054
C -1.982077 -0.952092 -1.648873 2.113 3.081 -0.606 -1.078
N 2.876013 -1.128021 0.245333 2.082 -1.369 -0.149 -0.761
Si -1.088331 -0.598087 0.013503 1.049 -0.130 -0.328 1.533
H 0.865985 0.306350 -1.481557 -0.266 0.003 0.877 0.217
H 0.325643 1.791808 1.224604 1.253 -1.038 -1.730 0.178
H 2.874028 2.689572 -0.089279 -2.235 -0.285 0.261 0.219
H 1.352704 3.532896 0.334152 -0.615 1.896 1.252 0.217
H 1.567686 2.915660 -1.249050 -0.116 -0.088 0.059 0.218
H -0.214682 -2.421156 1.588657 -0.430 0.171 1.841 0.236
H -0.601175 -3.083697 0.187958 -1.811 -3.055 -1.783 0.229
H 0.781771 -2.268418 0.362116 1.948 0.440 -0.972 0.247
H -1.572076 0.965117 1.997171 -0.050 -0.365 -0.423 0.235
H -2.709335 1.058725 0.729628 -1.744 1.877 -1.495 0.229
H -2.816716 -0.220117 1.881159 -0.765 -0.699 0.326 0.239
H -2.666951 -0.182065 -2.038286 0.230 -0.099 0.392 0.236
H -1.293992 -1.176051 -2.493793 0.179 0.516 0.645 0.241
H -2.476325 -1.820295 -1.615473 -2.371 -3.360 0.588 0.226
H 2.469390 -0.303542 0.636004 -0.471 0.160 -0.123 0.457
```
Forces are in eV/Å.

Output
**E_HOMO**: -9.716 eV
**Energy above the lowest of the compared OMol25 structures with the same formula, charge and spin**: 168.9 kJ/mol
**Total energy**: -619.86769 a.u.
**Charge**: 0